{"formula": "C37H52BN7O3ReSbSeSi3", "method": "wB97M-V/def2-TZVPD", "elements": ["Re", "Sb", "Se", "Si", "Si", "Si", "O", "O", "O", "N", "N", "N", "N", "N", "N", "N", "C", "C", "C", "C", "C", "C", "C", "C", "C", "C", "C", "C", "C", "C", "C", "C", "C", "C", "C", "C", "C", "C", "C", "C", "C", "C", "C", "C", "C", "C", "C", "C", "C", "C", "C", "C", "C", "B", "H", "H", "H", "H", "H", "H", "H", "H", "H", "H", "H", "H", "H", "H", "H", "H", "H", "H", "H", "H", "H", "H", "H", "H", "H", "H", "H", "H", "H", "H", "H", "H", "H", "H", "H", "H", "H", "H", "H", "H", "H", "H", "H", "H", "H", "H", "H", "H", "H", "H", "H", "H"], "positions_angstrom": [[9.723, 11.845, 12.103], [9.985, 12.191, 9.446], [7.303, 11.877, 12.045], [11.209, 14.503, 8.690], [11.533, 10.299, 8.454], [7.521, 12.401, 8.295], [8.135, 15.733, 11.490], [10.395, 14.083, 13.669], [9.365, 13.848, 11.404], [5.348, 8.566, 14.762], [12.446, 10.959, 13.228], [11.773, 11.804, 12.349], [10.767, 10.559, 14.965], [9.902, 9.775, 12.221], [9.866, 11.459, 14.462], [10.839, 9.110, 13.014], [6.509, 10.498, 13.134], [6.503, 13.748, 9.160], [6.517, 15.284, 16.510], [10.793, 8.550, 8.499], [10.818, 14.548, 6.828], [7.834, 15.668, 16.775], [10.715, 7.785, 12.826], [7.680, 12.771, 6.431], [6.178, 14.866, 15.231], [9.535, 17.670, 13.256], [10.204, 18.869, 13.066], [13.102, 14.392, 8.929], [8.783, 15.652, 15.758], [9.768, 11.498, 16.731], [11.637, 16.485, 13.061], [9.686, 7.544, 11.901], [13.251, 10.281, 9.258], [13.735, 11.326, 13.270], [8.918, 14.933, 12.013], [13.949, 12.402, 12.405], [5.387, 8.410, 13.444], [8.434, 15.245, 14.472], [10.262, 16.472, 13.263], [9.258, 12.047, 15.524], [11.693, 10.889, 6.663], [12.299, 17.691, 12.867], [11.586, 18.889, 12.879], [5.848, 9.680, 15.280], [9.202, 8.822, 11.544], [7.120, 14.836, 14.219], [5.943, 9.345, 12.575], [12.686, 12.676, 11.839], [6.881, 10.616, 8.542], [9.516, 15.169, 13.420], [10.549, 16.071, 9.519], [10.717, 10.556, 16.317], [6.422, 10.687, 14.509], [11.720, 9.862, 13.999], [11.385, 7.904, 7.822], [5.156, 14.567, 15.004], [9.792, 16.001, 15.981], [12.207, 15.553, 13.041], [8.451, 17.661, 13.361], [9.659, 19.804, 13.068], [12.047, 10.048, 6.035], [7.132, 14.473, 9.694], [9.481, 11.759, 17.741], [9.461, 16.037, 9.645], [8.415, 9.105, 10.854], [13.485, 13.359, 8.881], [5.907, 14.302, 8.414], [6.772, 12.395, 5.923], [10.833, 8.109, 9.506], [9.743, 8.539, 8.169], [10.648, 14.056, 14.604], [5.902, 10.482, 8.041], [12.506, 9.123, 14.542], [10.739, 11.226, 6.234], [9.750, 14.758, 6.639], [5.790, 9.763, 16.366], [5.776, 15.317, 17.303], [11.419, 15.349, 6.359], [14.877, 12.926, 12.198], [13.794, 11.226, 9.093], [6.784, 11.596, 14.983], [8.540, 12.281, 5.962], [6.740, 10.403, 9.617], [14.411, 10.775, 13.908], [13.416, 14.821, 9.901], [12.420, 11.721, 6.561], [7.596, 9.878, 8.135], [7.759, 13.850, 6.240], [11.061, 13.607, 6.321], [13.592, 14.954, 8.110], [8.498, 12.804, 15.399], [13.221, 10.089, 10.344], [11.369, 7.111, 13.368], [11.358, 9.888, 16.880], [11.003, 16.251, 10.496], [5.818, 13.303, 9.899], [8.126, 15.979, 17.774], [12.383, 13.446, 11.135], [5.932, 9.171, 11.502], [9.329, 6.590, 11.541], [13.851, 9.475, 8.789], [6.808, 14.515, 13.226], [13.373, 17.694, 12.706], [4.949, 7.486, 13.082], [10.798, 16.945, 8.882], [12.119, 19.831, 12.761]], "mulliken_charge": [1.006, -0.800, -0.582, 0.560, 0.800, 0.610, -0.713, -0.623, 0.585, -0.612, 0.243, 1.192, -0.157, 1.150, 0.664, 0.281, 0.693, -0.844, -0.524, -0.986, -0.931, -0.980, -0.225, -1.134, -0.958, -0.481, -0.860, -0.980, -0.099, -1.966, -0.404, -1.731, -0.887, -0.428, -1.931, -1.440, -0.532, -0.866, -0.406, -0.515, -1.064, -0.677, -0.589, -0.554, -0.299, -0.200, -0.356, 0.246, -0.524, 4.118, -0.604, -0.248, -0.126, -0.375, 0.473, 0.493, 0.467, 0.326, 0.487, 0.437, 0.482, 0.137, 0.539, 0.174, 0.697, 0.066, 0.502, 0.405, 0.172, 0.245, 0.532, 0.525, -0.062, 0.166, 0.184, 0.390, 0.426, 0.435, 0.504, 0.272, 0.152, 0.246, -0.269, 0.556, 0.347, 0.275, 0.150, 0.347, 0.250, 0.456, 0.937, 0.035, 0.507, 0.499, -0.160, 0.272, 0.463, -0.251, 0.394, 0.505, 0.471, 0.565, 0.435, 0.379, 0.616, 0.410], "spin_multiplicity": 4, "charge": 1, "de_lowest_kcal_mol": 0.00, "fmax_ev_per_a": 2.3, "lumo_ev": [-2.30, -3.80], "s2": 3.7853, "homo_ev": [-10.502, -10.911]}